[1]
The following is a quantum chemistry calculation of C27H27Cl2IN2O2PPd as an isolated structure in a non-equilibrium geometry, from OMol25.

```
63
Properties=species:S:1:pos:R:3:forces:R:3:mulliken_charge:R:1
Pd -0.0206 0.0846 0.0223 -0.49 -0.57 -0.34 -0.049
N 0.5520 2.1446 -0.4454 0.26 0.06 -0.13 -0.395
C 0.1639 3.0911 0.6412 0.04 -0.05 -0.01 -0.280
C -1.3376 3.3287 0.6453 -0.08 0.05 0.09 -0.944
C -2.2019 2.0891 0.8264 0.07 -0.04 -0.05 -0.324
N -1.9530 1.1003 -0.2672 -0.18 0.04 -0.09 -0.557
H 1.5619 2.1160 -0.5665 -0.04 0.06 0.05 0.172
H 0.1775 2.4783 -1.3326 0.05 -0.03 0.04 0.294
H 0.6883 4.0380 0.4930 -0.07 -0.02 0.05 0.446
H 0.5107 2.6711 1.5898 -0.04 0.03 -0.06 0.192
H -1.6355 3.8463 -0.2725 0.02 -0.01 -0.04 0.334
H -1.5704 4.0210 1.4565 0.01 0.00 -0.03 0.374
H -3.2583 2.3642 0.8244 0.06 0.06 0.02 0.453
H -1.9874 1.5962 1.7801 -0.01 0.03 -0.04 0.262
H -1.9877 1.5777 -1.1674 0.00 -0.02 0.05 0.258
H -2.7025 0.4146 -0.3075 -0.01 0.07 0.02 0.270
I -2.3935 -1.9080 1.1893 0.19 0.32 0.34 0.340
C -2.3602 -3.7450 0.2959 -0.20 -0.37 -0.20 0.321
C -3.6486 -4.3229 0.1980 0.14 0.07 0.03 -0.703
C -3.8208 -5.6037 -0.2622 0.16 -0.03 -0.03 -0.910
C -2.6830 -6.3464 -0.6050 -0.15 0.10 0.07 -0.571
C -1.3926 -5.7924 -0.5307 0.06 -0.02 -0.05 0.812
C -0.3202 -6.6230 -0.8875 0.07 0.15 0.05 -0.759
C 0.9752 -6.1311 -0.8539 -0.08 -0.05 0.00 -1.242
C 1.1824 -4.8123 -0.4967 0.08 0.09 -0.01 -0.294
C 0.1461 -3.9346 -0.1328 0.09 0.08 -0.07 0.987
P 0.8249 -2.2354 0.2700 0.01 0.18 0.04 0.514
C 1.2404 -2.2649 2.0091 -0.06 -0.06 0.17 1.241
C 1.1954 -1.0457 2.6935 -0.06 0.14 -0.11 -0.187
C 1.5290 -0.9757 4.0336 0.01 -0.05 -0.02 -0.908
C 1.8983 -2.1362 4.7062 0.00 0.02 0.00 -0.713
C 1.9230 -3.3560 4.0432 -0.02 0.05 -0.03 -0.765
C 1.5894 -3.4260 2.6988 0.06 -0.04 -0.03 -0.323
C 2.2849 -2.1373 -0.7539 0.11 0.10 -0.13 0.263
C 2.1131 -1.8406 -2.1102 -0.04 0.01 -0.02 -0.617
C 3.2178 -1.7552 -2.9419 -0.01 -0.02 0.04 -0.823
C 4.4886 -1.9676 -2.4214 0.01 -0.01 0.02 -0.560
C 4.6608 -2.2576 -1.0704 -0.01 0.01 -0.07 -1.066
C 3.5636 -2.3355 -0.2302 -0.02 0.07 0.05 0.524
C -1.1790 -4.4324 -0.1114 -0.16 -0.08 -0.01 0.266
H -4.5084 -3.7409 0.5022 -0.01 -0.02 0.01 0.471
H -4.8060 -6.0412 -0.3403 -0.04 0.01 0.01 0.453
H -2.7941 -7.3725 -0.9319 0.02 -0.02 -0.03 0.480
H -0.5125 -7.6459 -1.1815 -0.03 -0.04 -0.02 0.494
H 1.8121 -6.7614 -1.1201 0.02 0.00 0.00 0.499
H 2.1969 -4.4363 -0.5191 -0.05 -0.10 0.01 0.523
H 0.8874 -0.1314 2.1712 0.14 -0.16 0.21 0.258
H 1.5012 -0.0274 4.5510 0.00 0.02 0.03 0.512
H 2.1596 -2.0902 5.7545 0.00 0.01 0.02 0.464
H 2.2020 -4.2550 4.5736 0.01 -0.03 0.02 0.480
H 1.6188 -4.3867 2.2010 -0.02 -0.01 -0.04 0.452
H 1.1201 -1.6884 -2.5248 0.02 -0.01 0.03 0.410
H 3.0891 -1.5334 -3.9919 0.00 0.01 -0.02 0.478
H 5.3502 -1.9119 -3.0728 0.02 0.00 -0.01 0.458
H 5.6533 -2.4297 -0.6767 0.02 -0.01 0.02 0.542
H 3.7014 -2.5420 0.8233 0.00 -0.01 0.04 0.543
Cl 6.0607 2.3844 1.2967 0.05 0.09 0.06 -0.014
C 5.3250 0.8928 1.0819 0.34 -0.14 -0.25 0.073
Cl 5.5480 -0.3114 2.2637 -0.02 -0.03 0.06 -0.042
C 3.1759 1.2094 1.2495 -1.02 -0.10 0.13 0.614
O 3.0601 1.9434 2.1470 0.33 0.21 0.23 -0.357
O 2.7491 0.5113 0.3818 0.44 0.00 -0.17 -0.336
H 5.2776 0.5266 0.0613 0.00 0.02 0.07 0.212
```
Forces are in eV/Å.

Properties
LUMO (spin up / spin down) ... -9.41 / -12.41 eV
Charge ... +3
HOMO level (spin up / spin down) ... -15.78 / -17.31 eV
Multiplicity ... 5


[2]
The following is a quantum chemistry calculation of C27H27CrN6O12S3 as an isolated structure, from OMol25.

```
76
Properties=species:S:1:pos:R:3:forces:R:3:mulliken_charge:R:1
Cr 1.4283 2.1903 -1.2786 0.13 0.32 -0.32 0.097
O 3.7466 -1.3718 1.8828 -0.02 0.11 0.00 -0.644
C 3.5696 -2.1940 0.8354 0.01 -0.15 -0.08 -0.076
C 3.7092 -3.5641 1.0633 0.00 0.06 0.00 -0.606
C 3.5722 -4.4607 0.0246 -0.02 -0.01 -0.01 -0.526
C 3.3101 -4.0174 -1.2716 0.03 -0.02 0.04 -0.949
C 3.1517 -2.6677 -1.4991 -0.02 0.02 -0.05 0.050
C 3.2360 -1.7418 -0.4541 0.03 -0.04 0.11 0.659
C 2.9695 -0.3176 -0.6209 -0.08 0.11 -0.01 0.399
O 1.7330 0.0911 -1.3405 -0.01 -0.15 -0.20 0.019
N 3.5807 0.6497 -0.1156 0.04 -0.04 0.14 -1.001
N 2.9558 1.8993 -0.0777 0.24 0.11 -0.08 -0.206
C 3.3831 2.7086 -1.1371 -0.25 -0.05 0.13 -0.051
C 3.3549 4.1746 -0.9251 0.05 0.09 -0.02 0.195
C 4.2720 4.9618 -0.2546 -0.03 -0.03 -0.02 -0.716
C 4.0670 6.3263 -0.1283 0.00 -0.01 0.00 -0.283
C 2.9344 6.8929 -0.6908 -0.03 -0.01 -0.02 -0.774
C 2.0400 6.0921 -1.3652 0.02 -0.03 0.02 -0.139
N 2.2767 4.7779 -1.4796 0.04 0.09 0.03 0.719
H 3.8501 -0.4570 1.5615 -0.02 -0.01 0.00 0.432
H 3.9458 -3.8906 2.0667 0.00 -0.01 0.00 0.478
H 3.6920 -5.5185 0.2186 0.00 0.00 0.00 0.419
H 3.2453 -4.7193 -2.0910 0.00 0.00 0.00 0.478
H 2.9746 -2.3176 -2.5077 0.01 0.03 0.00 0.602
H 4.1827 2.3427 -1.7793 0.04 -0.03 0.05 0.689
H 5.1291 4.4745 0.1878 0.01 0.01 0.01 0.482
H 4.7714 6.9379 0.4182 0.00 0.00 0.00 0.425
H 2.7187 7.9466 -0.5959 0.01 0.00 0.01 0.397
H 1.1118 6.4224 -1.8044 0.00 0.01 -0.01 0.483
O -2.7693 2.2017 -2.3022 -0.03 0.04 0.01 -0.716
S -1.9422 1.3377 -1.5169 0.04 -0.14 -0.14 1.324
O -2.2246 -0.0944 -1.6276 0.06 -0.02 0.01 -0.652
O -0.4865 1.5465 -1.7617 -0.11 0.02 0.12 -0.394
C -2.2510 1.6978 0.2100 -0.11 -0.04 0.03 0.079
C -3.1000 0.8353 0.8955 -0.04 -0.03 -0.01 -0.391
C -3.4327 1.0767 2.2198 0.00 -0.01 -0.01 -0.447
C -2.9282 2.1966 2.8660 0.04 0.06 -0.04 -0.802
C -2.1008 3.0705 2.1774 -0.04 -0.01 0.10 -0.636
C -1.7576 2.8182 0.8601 -0.02 0.07 0.02 0.167
S -0.6128 3.9635 0.0372 -0.10 0.12 -0.03 0.547
O 0.6604 3.1177 0.3160 0.19 -0.21 -0.03 -0.522
O -0.6014 5.1455 0.9193 0.03 0.05 0.07 -0.683
O 1.3890 4.0295 -2.1168 -0.04 -0.22 0.09 -0.676
H -3.5145 -0.0110 0.3667 0.00 0.03 0.00 0.485
H -4.1017 0.4034 2.7422 0.01 0.04 0.00 0.351
H -3.1945 2.3964 3.8960 0.01 0.00 0.01 0.416
H -1.7069 3.9689 2.6376 0.01 0.00 -0.01 0.510
C -4.8757 -2.8072 3.2703 0.00 0.00 0.00 -1.540
C -4.1389 -2.3035 2.0381 0.01 0.04 0.02 -0.006
S -4.0588 -3.5774 0.8023 -0.02 0.01 -0.01 1.355
O -5.3732 -3.7459 0.2500 -0.02 -0.04 0.00 -0.727
O -3.3484 -4.7034 1.3604 0.01 -0.04 0.01 -0.691
C -3.0191 -2.8923 -0.4776 -0.12 -0.02 -0.05 -0.400
C -1.5577 -3.2056 -0.2002 0.02 -0.01 0.03 -1.507
N -0.6461 -2.3797 -1.0113 0.15 0.14 0.08 0.716
C 0.0725 -1.3772 -0.4997 -0.07 -0.05 0.04 0.696
N 0.7935 -0.8706 -1.5039 -0.05 -0.05 -0.04 1.350
C 0.4997 -1.4645 -2.6927 -0.01 0.01 0.12 -0.999
C -0.4032 -2.4145 -2.3689 0.03 -0.08 -0.13 -0.192
N -0.9872 -3.3476 -3.3002 -0.17 0.21 0.04 1.160
O -0.6883 -3.1893 -4.4607 0.08 -0.06 -0.01 -0.636
O -1.7310 -4.1962 -2.8543 0.10 -0.09 0.00 -0.631
C 0.1026 -0.8592 0.8850 0.02 -0.01 -0.05 -1.825
H -4.9039 -2.0177 4.0204 -0.01 0.00 0.01 0.426
H -4.3732 -3.6737 3.6965 0.00 0.00 0.00 0.378
H -5.8992 -3.0813 3.0207 0.00 -0.01 0.00 0.373
H -3.1132 -2.0089 2.2723 0.00 0.00 -0.01 0.186
H -4.6523 -1.4625 1.5715 0.00 -0.04 0.00 0.287
H -3.2043 -1.8223 -0.5806 0.03 -0.02 0.01 0.144
H -3.3629 -3.3801 -1.3888 0.01 0.02 0.02 0.561
H -1.3374 -4.2496 -0.3953 -0.02 -0.01 -0.01 0.206
H -1.2873 -3.0071 0.8350 -0.05 0.00 -0.01 0.777
H 0.9372 -1.1783 -3.6311 -0.02 0.00 -0.01 0.669
H -0.9109 -0.8021 1.2797 -0.01 0.00 0.02 0.325
H 0.5047 0.1563 0.8797 0.01 0.01 0.01 0.148
H 0.7252 -1.4897 1.5230 -0.01 0.01 0.03 0.386
```
Forces are in eV/Å.

Properties
LUMO (spin up / spin down) ... -1.66 / -1.66 eV
HOMO level (spin up / spin down) ... -7.70 / -7.13 eV
Multiplicity ... 2